Record 1
Here is 5 unconnected molecules or ions with the total composition C19H46FN2O12S at a distorted geometry from OMol25. Energies are from ωB97M-V/def2-TZVPD.

Structure (ORCA input):
```
! wB97M-V def2-TZVPD RIJCOSX def2/J DEFGRID3
* xyz -1 1
C 9.208 -3.079 3.741
N 8.124 -2.024 3.720
C 6.872 -2.458 4.466
N 5.707 -2.247 3.531
C 5.159 -0.841 3.614
O 4.514 -0.344 4.705
O 5.414 0.039 2.429
S 4.479 -3.476 3.653
O 3.799 -3.544 2.229
O 5.009 -4.914 3.917
F 3.208 -3.138 4.755
H 8.902 -4.102 4.219
H 10.152 -2.604 4.291
H 9.511 -3.287 2.624
H 7.815 -1.987 2.703
H 6.749 -1.683 5.366
H 6.939 -3.513 4.964
C -0.172 -2.825 1.977
O -1.089 -1.744 2.101
C -2.185 -2.059 2.965
C -1.998 -1.433 4.352
O -0.891 -2.023 5.043
C 0.270 -1.201 5.006
H 0.743 -2.449 1.511
H 0.088 -3.254 2.950
H -0.598 -3.601 1.335
H -2.327 -3.143 3.039
H -3.083 -1.633 2.507
H -2.893 -1.633 4.950
H -1.879 -0.345 4.281
H 0.142 -0.355 5.685
H 0.476 -0.836 3.994
H 1.121 -1.801 5.338
C -2.669 3.638 0.278
O -2.182 2.678 1.210
C -2.115 1.363 0.649
C -0.680 0.999 0.252
O -0.220 1.813 -0.834
C 0.639 2.861 -0.399
H -2.472 4.636 0.678
H -2.173 3.551 -0.694
H -3.749 3.517 0.153
H -2.796 1.266 -0.204
H -2.450 0.669 1.427
H -0.665 -0.038 -0.097
H -0.001 1.075 1.110
H 1.616 2.448 -0.137
H 0.222 3.398 0.459
H 0.759 3.566 -1.225
C -1.511 2.904 -4.169
O -1.781 4.009 -5.025
C -0.884 5.101 -4.800
C 0.212 5.152 -5.870
O 1.085 4.021 -5.774
C 0.795 3.027 -6.751
H -2.059 2.036 -4.546
H -0.446 2.657 -4.144
H -1.861 3.126 -3.157
H -0.450 5.050 -3.795
H -1.478 6.018 -4.864
H 0.824 6.044 -5.704
H -0.221 5.224 -6.876
H 1.144 3.364 -7.730
H -0.275 2.804 -6.798
H 1.329 2.114 -6.477
C -3.255 -2.368 -1.067
O -4.443 -1.602 -0.902
C -4.432 -0.408 -1.691
C -5.282 -0.569 -2.956
O -4.705 -1.526 -3.852
C -5.358 -2.789 -3.789
H -3.423 -3.360 -0.638
H -2.990 -2.489 -2.122
H -2.429 -1.891 -0.533
H -3.407 -0.113 -1.941
H -4.869 0.384 -1.074
H -5.309 0.389 -3.485
H -6.315 -0.843 -2.706
H -6.327 -2.726 -4.290
H -5.498 -3.123 -2.755
H -4.734 -3.521 -4.308
*
```

Computed properties:
- calculated total energy (eV) = -61543.3176
- LUMO level (eV) = 2.13
- HOMO level (eV) = -5.30
- relative energy (zero: lowest compared OMol25 entry of this formula, charge and spin) (kJ/mol) = 476.85
- max |F| (eV Å⁻¹) = 9.0


Record 2
Here is a single C18H22BrNO molecule from OMol25. Energies are from ωB97M-V/def2-TZVPD.

Structure (ORCA input):
```
! wB97M-V def2-TZVPD RIJCOSX def2/J DEFGRID3
* xyz 0 1
C -0.269 2.827 3.271
C -0.294 1.520 2.541
C 0.845 0.728 2.497
C 0.824 -0.478 1.823
C -0.310 -0.923 1.148
C -1.469 -0.140 1.217
C -1.441 1.060 1.911
H -2.341 1.658 1.947
C -2.697 -0.605 0.506
H -2.952 -1.616 0.818
H -2.495 -0.625 -0.563
H -3.535 0.058 0.704
O -0.358 -2.125 0.492
C 0.480 -2.289 -0.641
C -0.341 -2.334 -1.935
N -0.932 -1.052 -2.275
C -2.068 -1.202 -3.163
H -2.811 -1.851 -2.701
H -1.787 -1.630 -4.138
H -2.516 -0.223 -3.330
C 0.030 -0.109 -2.838
C -0.485 1.299 -2.706
C -0.513 1.903 -1.456
C -1.017 3.181 -1.302
C -1.494 3.875 -2.401
C -1.463 3.285 -3.652
C -0.962 2.003 -3.803
H -0.940 1.547 -4.784
H -1.831 3.822 -4.514
H -1.888 4.874 -2.284
H -1.033 3.635 -0.322
H -0.140 1.364 -0.598
H 0.967 -0.194 -2.283
H 0.241 -0.343 -3.896
H -1.153 -3.047 -1.779
H 0.307 -2.720 -2.742
H 1.228 -1.494 -0.694
H 1.001 -3.247 -0.526
Br 2.397 -1.567 1.882
H 1.747 1.043 3.000
H -1.206 3.362 3.140
H -0.111 2.663 4.336
H 0.546 3.451 2.907
*
```

Computed properties:
- calculated total energy (eV) = -92603.0029
- LUMO level (eV) = 0.77
- HOMO level (eV) = -8.57
- relative energy (zero: lowest compared OMol25 entry of this formula, charge and spin) (kJ/mol) = 0.00
- max |F| (eV Å⁻¹) = 0.7


Record 3
Here is a molecular structure, C11H12N3 at a distorted geometry from OMol25. Energies are from ωB97M-V/def2-TZVPD.

Structure (ORCA input):
```
! wB97M-V def2-TZVPD RIJCOSX def2/J DEFGRID3
* xyz 1 1
C 0.223 0.216 -2.793
C 0.565 -1.208 1.286
C -0.008 -1.576 0.117
C 1.077 0.074 1.745
C 0.865 1.507 -0.171
C 1.404 0.313 3.028
C 0.788 2.190 -1.443
C -0.385 1.341 -2.025
C -0.806 0.593 -0.741
C -0.263 -2.991 -0.260
C -1.917 0.925 0.180
N 1.362 1.063 0.823
N 0.199 -0.885 -2.166
N -0.331 -0.672 -0.898
H 0.749 -2.007 1.992
H 1.823 1.256 3.334
H 1.223 -0.419 3.795
H 0.507 3.236 -1.312
H 1.710 2.139 -2.032
H -1.146 1.921 -2.539
H -1.319 -3.144 -0.475
H 0.049 -3.674 0.522
H 0.287 -3.214 -1.175
H -2.002 2.001 0.315
H -1.797 0.446 1.149
H -2.855 0.569 -0.254
*
```

Computed properties:
- calculated total energy (eV) = -16058.7361
- LUMO level (spin up / spin down) (eV) = -5.51 / -5.58
- HOMO level (spin up / spin down) (eV) = -12.94 / -11.44
- relative energy (zero: lowest compared OMol25 entry of this formula, charge and spin) (kJ/mol) = 726.48
- max |F| (eV Å⁻¹) = 2.1


Question: Which value of max |F| does entry 3 give?
Answer: 2.1 eV Å⁻¹


Question: Which value of relative energy (zero: lowest compared OMol25 entry of this formula, charge and spin) does entry 1 give?
Answer: 476.85 kJ/mol


Repeat the first record exactly.
Here is 5 unconnected molecules or ions with the total composition C19H46FN2O12S at a distorted geometry from OMol25. Energies are from ωB97M-V/def2-TZVPD.

Structure (ORCA input):
```
! wB97M-V def2-TZVPD RIJCOSX def2/J DEFGRID3
* xyz -1 1
C 9.208 -3.079 3.741
N 8.124 -2.024 3.720
C 6.872 -2.458 4.466
N 5.707 -2.247 3.531
C 5.159 -0.841 3.614
O 4.514 -0.344 4.705
O 5.414 0.039 2.429
S 4.479 -3.476 3.653
O 3.799 -3.544 2.229
O 5.009 -4.914 3.917
F 3.208 -3.138 4.755
H 8.902 -4.102 4.219
H 10.152 -2.604 4.291
H 9.511 -3.287 2.624
H 7.815 -1.987 2.703
H 6.749 -1.683 5.366
H 6.939 -3.513 4.964
C -0.172 -2.825 1.977
O -1.089 -1.744 2.101
C -2.185 -2.059 2.965
C -1.998 -1.433 4.352
O -0.891 -2.023 5.043
C 0.270 -1.201 5.006
H 0.743 -2.449 1.511
H 0.088 -3.254 2.950
H -0.598 -3.601 1.335
H -2.327 -3.143 3.039
H -3.083 -1.633 2.507
H -2.893 -1.633 4.950
H -1.879 -0.345 4.281
H 0.142 -0.355 5.685
H 0.476 -0.836 3.994
H 1.121 -1.801 5.338
C -2.669 3.638 0.278
O -2.182 2.678 1.210
C -2.115 1.363 0.649
C -0.680 0.999 0.252
O -0.220 1.813 -0.834
C 0.639 2.861 -0.399
H -2.472 4.636 0.678
H -2.173 3.551 -0.694
H -3.749 3.517 0.153
H -2.796 1.266 -0.204
H -2.450 0.669 1.427
H -0.665 -0.038 -0.097
H -0.001 1.075 1.110
H 1.616 2.448 -0.137
H 0.222 3.398 0.459
H 0.759 3.566 -1.225
C -1.511 2.904 -4.169
O -1.781 4.009 -5.025
C -0.884 5.101 -4.800
C 0.212 5.152 -5.870
O 1.085 4.021 -5.774
C 0.795 3.027 -6.751
H -2.059 2.036 -4.546
H -0.446 2.657 -4.144
H -1.861 3.126 -3.157
H -0.450 5.050 -3.795
H -1.478 6.018 -4.864
H 0.824 6.044 -5.704
H -0.221 5.224 -6.876
H 1.144 3.364 -7.730
H -0.275 2.804 -6.798
H 1.329 2.114 -6.477
C -3.255 -2.368 -1.067
O -4.443 -1.602 -0.902
C -4.432 -0.408 -1.691
C -5.282 -0.569 -2.956
O -4.705 -1.526 -3.852
C -5.358 -2.789 -3.789
H -3.423 -3.360 -0.638
H -2.990 -2.489 -2.122
H -2.429 -1.891 -0.533
H -3.407 -0.113 -1.941
H -4.869 0.384 -1.074
H -5.309 0.389 -3.485
H -6.315 -0.843 -2.706
H -6.327 -2.726 -4.290
H -5.498 -3.123 -2.755
H -4.734 -3.521 -4.308
*
```

Computed properties:
- calculated total energy (eV) = -61543.3176
- LUMO level (eV) = 2.13
- HOMO level (eV) = -5.30
- relative energy (zero: lowest compared OMol25 entry of this formula, charge and spin) (kJ/mol) = 476.85
- max |F| (eV Å⁻¹) = 9.0